Formula: C24H36CeN2Si
Source: OMol25
Level of theory: ωB97M-V/def2-TZVPD

Geometry as XYZ:
```
64
Properties=species:S:1:pos:R:3:lowdin_spin:R:1
C -2.789 -2.041 1.671 0.00
C -2.887 -1.164 0.542 0.00
C -2.081 -1.716 -0.513 0.00
H -3.559 -0.293 0.502 0.00
C -1.507 -2.943 -0.027 0.00
C -1.929 -3.119 1.321 0.00
H -1.741 -3.989 1.938 0.00
H -3.391 -1.998 2.579 0.00
H -1.845 -1.275 -1.492 0.00
H -0.870 -3.627 -0.571 0.00
Ce -0.403 -0.973 1.147 1.02
C 0.853 -3.012 -3.264 0.00
H 1.830 -3.028 -3.752 0.00
H 0.222 -2.300 -3.800 0.00
H 0.933 -2.751 -2.207 0.00
Si 1.105 0.737 -1.474 0.00
C 0.437 2.521 -1.759 0.00
C -0.874 2.431 -2.238 0.00
H -1.442 1.487 -2.208 0.00
C -1.516 3.514 -2.851 0.00
H -2.516 3.386 -3.251 0.00
C -0.867 4.761 -2.931 0.00
H -1.376 5.614 -3.402 0.00
C 0.398 4.896 -2.374 0.00
H 0.889 5.889 -2.373 0.00
C 1.051 3.805 -1.777 0.00
H 2.051 3.964 -1.348 0.00
C 1.887 0.630 -3.261 0.00
C 1.652 1.565 -4.300 0.00
H 1.251 2.560 -4.088 0.00
C 1.919 1.229 -5.643 0.00
H 1.577 1.898 -6.443 0.00
C 2.588 0.051 -5.955 0.00
H 2.723 -0.261 -6.999 0.00
C 3.080 -0.729 -4.902 0.00
H 3.655 -1.631 -5.111 0.00
C 2.816 -0.382 -3.572 0.00
H 3.314 -0.920 -2.755 0.00
H 2.364 1.220 -0.943 0.00
H 0.432 -3.975 -3.382 0.00
C 0.838 -2.349 4.143 0.00
N -0.563 -1.932 3.955 0.00
C -1.408 -3.023 4.476 0.00
C -0.889 -0.725 4.757 0.00
C -0.055 0.499 4.373 0.00
N -0.127 0.806 2.932 0.00
C -1.420 1.445 2.589 0.00
C 0.999 1.704 2.571 0.00
H 1.107 -2.335 5.216 0.00
H 1.532 -1.707 3.588 0.00
H 0.950 -3.378 3.779 0.00
H -1.229 -3.150 5.559 0.00
H -2.466 -2.792 4.326 0.00
H -1.164 -3.961 3.969 0.00
H -1.965 -0.519 4.637 0.00
H -0.719 -0.957 5.833 0.00
H -0.443 1.359 4.952 0.00
H 0.995 0.349 4.662 0.00
H -1.707 2.196 3.347 0.00
H -1.374 1.944 1.606 0.00
H -2.231 0.699 2.553 0.00
H 0.876 2.716 3.016 0.00
H 1.938 1.277 2.956 0.00
H 1.092 1.807 1.470 0.00
```

Computed properties:
Frontier orbital gap (alpha / beta)   5.9 / 6.0 eV
Strongest force on any atom   0.050 Eh/bohr
Charge   +1
Highest occupied orbital energy (alpha / beta)   -9.765 / -9.762 eV
Spin multiplicity   2